The following is a quantum chemistry calculation of C4H6AgO2 as an isolated structure at a distorted geometry, from the OMol25 dataset.

Calculated values
Orbital gap (alpha / beta) (eV): 5.4695 / 7.2649
E_tot (eV): -12334.7013
ΔE to the lowest compared entry with this formula, charge and spin (kcal per mole): 0.83
Net charge: 0
2S+1: 2
HOMO level (alpha / beta) (Ha): -0.245 / -0.310

Last column: natural (NBO) charge in e.
Positions of all 13 atoms, in Å:
O 2.56219 -0.01298 1.69097  -0.67
C 1.29138 0.37498 1.41717  0.13
C 0.48845 -0.17635 0.45038  -0.46
C -0.86497 0.01935 0.18683  -0.16
C -1.65148 -0.20719 -1.09510  -0.11
O -0.90171 -0.46038 -2.21224  -0.93
Ag 0.79263 0.89457 -2.18875  0.80
H 2.81494 -0.77148 1.15174  0.48
H 1.00718 1.28339 1.95319  0.18
H -1.43870 0.50271 0.98910  0.17
H 0.60582 -1.07788 -0.27998  0.25
H -2.33713 0.67190 -1.19537  0.14
H -2.36861 -1.04065 -0.86796  0.16

Cartesian forces, eV/Å:
0.235 0.007 0.131
-0.059 0.079 -0.336
-1.268 -2.264 -2.543
-1.059 1.888 1.384
-0.091 -0.324 0.739
0.599 0.316 -0.116
-0.572 -0.522 0.109
-0.178 -0.004 -0.002
0.013 -0.470 -0.057
-0.059 0.068 -0.294
1.728 1.280 1.229
0.351 -0.170 0.050
0.361 0.117 -0.294



The following is a quantum chemistry calculation of an isolated ion of composition C12H21S and charge +1 at a distorted geometry, from the OMol25 dataset.

Calculated values
Orbital gap (eV): 8.0056
E_tot (eV): -23608.9210
ΔE to the lowest compared entry with this formula, charge and spin (kcal per mole): 24.33
Net charge: +1
HOMO level (Ha): -0.418

Last column: natural (NBO) charge in e.
Positions of all 34 atoms, in Å:
C -1.29376 -0.63714 1.80279  -0.03
C -1.67442 -1.62129 -0.29973  -0.09
C -0.05839 0.07980 1.42018  -0.65
C -0.77223 -0.83906 -1.01781  -0.62
C -1.99324 -1.54916 0.98994  -0.15
C -3.14751 -2.23094 1.64549  -0.62
C 2.41955 -0.99761 -1.76172  -0.63
C 2.69627 -0.91616 0.84903  -0.66
C 0.84215 2.95142 -0.28997  -0.61
C -1.47466 2.04264 -0.92357  -0.63
C 2.20856 -0.28069 -0.45940  -0.30
C 0.00521 1.82354 -0.99358  -0.31
S 0.34255 0.11419 -0.21502  1.32
H -1.53753 -0.40883 2.82922  0.23
H -2.26273 -2.28531 -0.93153  0.24
H 0.15321 0.93654 2.05262  0.27
H -0.72795 -0.74373 -2.04966  0.26
H -2.75345 -3.12638 2.18882  0.23
H -3.84987 -2.56542 0.82423  0.22
H -3.74345 -1.64597 2.35797  0.24
H 2.33179 -0.17240 -2.42115  0.22
H 1.72667 -1.71897 -1.84928  0.23
H 3.43404 -1.27132 -1.82096  0.25
H 3.69614 -1.45340 0.67105  0.26
H 2.02649 -1.76572 1.21502  0.25
H 2.94748 -0.12873 1.59596  0.24
H 0.06313 3.69772 0.04532  0.24
H 1.50676 3.30162 -0.94818  0.23
H 1.39619 2.55507 0.52793  0.21
H -2.03778 1.15146 -0.97289  0.24
H -1.68853 2.75038 -1.74796  0.25
H -1.64293 2.50557 0.13695  0.22
H 2.59911 0.75285 -0.44134  0.22
H 0.26316 1.69545 -2.00875  0.23

Cartesian forces, eV/Å:
3.214 1.005 -1.624
0.152 -0.314 -3.286
-3.686 -1.188 0.767
0.321 -0.975 2.397
-0.085 1.845 4.139
-0.755 -1.915 -0.881
1.168 3.628 1.463
1.021 -1.597 0.036
-4.261 -1.605 1.272
0.464 2.219 2.306
0.067 0.965 2.080
1.070 -0.099 1.467
0.033 1.179 -0.351
-0.451 -0.273 0.084
-0.078 0.095 0.033
0.712 -0.160 -0.281
0.030 -0.192 -1.738
-0.640 0.515 -0.402
0.594 0.067 1.094
0.475 0.152 -0.296
-0.486 0.177 -1.688
-2.105 -2.851 -0.881
1.112 -0.921 -0.032
-1.330 0.863 -0.087
0.686 1.438 -0.157
-0.697 -0.829 -0.223
1.416 -0.511 -0.238
2.424 1.857 -2.454
0.278 -0.129 1.005
-0.768 -0.842 -0.423
-0.400 -0.294 0.699
-0.302 -0.590 -2.074
0.023 -0.388 -0.478
0.786 -0.331 -1.248



The following is a quantum chemistry calculation of a 2-piece molecular cluster, C2H6NOS overall at a distorted geometry, from the OMol25 dataset.

Calculated values
Orbital gap (eV): 7.0655
E_tot (eV): -16545.0237
ΔE to the lowest compared entry with this formula, charge and spin (kcal per mole): 30.13
Net charge: -1
HOMO level (Ha): -0.106

Last column: natural (NBO) charge in e.
Positions of all 11 atoms, in Å:
C 1.57479 1.30196 1.29503  -0.73
S 1.68170 0.67349 -0.45258  -0.69
H 2.37946 1.98381 1.35516  0.19
H 0.63076 1.79225 1.43791  0.18
H 1.58495 0.36384 2.00248  0.18
C -1.92126 -0.83364 -1.10318  0.51
N -0.69405 -1.24264 -0.79103  -0.84
O -2.76913 -1.68926 -1.29744  -0.69
H -2.12365 0.24479 -1.13600  0.12
H 0.05574 -0.48249 -0.70816  0.40
H -0.39931 -2.11212 -0.60220  0.38

Cartesian forces, eV/Å:
-0.733 -3.058 -0.311
0.256 0.393 0.152
0.862 0.551 0.894
-0.425 0.408 0.204
0.407 2.048 -0.945
0.600 -2.496 0.408
0.583 6.486 -0.538
-2.014 0.206 -0.438
0.329 0.033 -0.104
-0.297 -0.737 0.208
0.433 -3.836 0.469



The following is a quantum chemistry calculation of C19H46N3O9Sr as an isolated structure at a distorted geometry, from the OMol25 dataset.

Calculated values
Orbital gap (eV): 5.9142
E_tot (eV): -44176.4945
ΔE to the lowest compared entry with this formula, charge and spin (kcal per mole): 0.00
Net charge: +1
HOMO level (Ha): -0.369

Last column: Mulliken charge in e.
Positions of all 78 atoms, in Å:
Sr -1.06408 -3.70414 -2.15959  1.61
O 0.41891 0.07473 -0.71742  0.11
C 0.11639 -1.13901 -1.16499  1.02
O 0.20250 -2.13905 -0.36774  -0.82
O -0.20062 -1.26903 -2.38010  -0.90
H 0.68310 -0.00382 0.23287  0.26
C 0.94055 -8.66477 1.66954  -0.76
O 0.54919 -7.54923 0.90975  -0.36
C 0.94135 -6.30694 1.45776  -0.76
C 0.22963 -5.26187 0.66921  -0.52
N 0.35413 -5.46891 -0.81028  -0.19
C 1.74667 -5.19484 -1.29177  -0.59
C 1.91568 -5.07112 -2.79678  -0.76
O 1.30432 -3.84435 -3.22174  -0.10
C 1.83013 -3.32670 -4.43701  -0.84
H 0.20537 -9.45029 1.51802  0.24
H 0.95817 -8.44172 2.74183  0.33
H 1.93877 -8.99872 1.37538  0.29
H 2.03465 -6.20965 1.45341  0.35
H 0.62882 -6.23020 2.50877  0.50
H 0.52746 -4.24312 0.92498  0.33
H -0.84172 -5.31564 0.88677  0.30
H 0.32741 -6.49315 -0.87281  0.20
H 2.41844 -5.99287 -0.96891  0.43
H 2.02524 -4.22301 -0.87576  0.31
H 1.51583 -5.91404 -3.37258  0.38
H 2.99805 -4.99782 -2.93320  0.45
H 1.49327 -2.29945 -4.54843  0.24
H 1.49624 -3.90482 -5.30512  0.33
H 2.92135 -3.33438 -4.40157  0.31
C 0.46792 0.02326 2.81326  -0.85
O 1.14230 0.70147 1.77839  -0.50
C 1.70494 1.94730 2.22489  -0.56
C 2.60989 2.47677 1.15662  -0.57
N 1.83002 2.81512 -0.04574  -0.08
C 2.67797 2.91211 -1.23008  -0.62
C 1.83298 3.21937 -2.45054  -0.27
O 2.68918 3.54282 -3.49910  -0.38
C 1.98373 3.82881 -4.67740  -0.69
H -0.18170 -0.72764 2.35920  0.23
H -0.21214 0.69721 3.35643  0.31
H 1.16107 -0.42384 3.52927  0.30
H 2.24960 1.77148 3.15622  0.45
H 0.87687 2.64373 2.40200  0.14
H 3.35943 1.70012 0.95204  0.35
H 3.04366 3.40431 1.53397  0.42
H 1.14849 2.07229 -0.18626  -0.07
H 3.30083 2.02159 -1.40416  0.27
H 3.34575 3.76987 -1.09090  0.34
H 1.19658 4.08402 -2.20592  0.31
H 1.19410 2.36253 -2.71616  0.24
H 1.16314 4.53851 -4.50009  0.30
H 1.52083 2.92353 -5.10307  0.26
H 2.68529 4.24327 -5.39432  0.27
C -3.39967 0.43290 -0.52967  -0.52
O -3.42677 1.76929 -0.18175  -0.44
C -2.19190 2.42558 -0.33104  0.39
C -2.42557 3.92386 -0.24953  -1.16
N -3.14392 4.39056 0.92571  -0.32
C -2.33617 4.37109 2.14399  -0.26
C -2.82166 5.39473 3.14977  -0.85
O -3.94863 4.85850 3.79432  -0.29
C -4.63125 5.80936 4.56937  -0.73
H -2.70513 -0.16959 0.07852  0.11
H -3.15405 0.30807 -1.59581  0.27
H -4.40804 0.04975 -0.36781  0.32
H -1.71315 2.19248 -1.29912  0.44
H -1.47626 2.06263 0.42580  -0.20
H -2.96590 4.23084 -1.15437  0.36
H -1.45994 4.42773 -0.32401  0.37
H -3.94619 3.79395 1.09007  0.28
H -1.28184 4.57130 1.92624  0.41
H -2.35415 3.38641 2.63776  0.23
H -3.12870 6.29497 2.60558  0.36
H -2.03744 5.63364 3.88197  0.37
H -4.07446 6.06130 5.48275  0.28
H -5.60375 5.40518 4.83170  0.24
H -4.77142 6.74542 4.00852  0.31

Cartesian forces, eV/Å:
1.517 1.629 0.585
-0.080 -0.522 0.153
0.429 -0.870 -0.200
-0.759 -0.070 -0.489
-0.705 -0.426 0.114
0.023 0.398 -0.288
0.235 -0.346 0.415
-0.290 0.411 -0.076
0.267 -0.486 0.583
-0.575 0.861 -0.751
0.743 -0.537 -0.223
-0.371 0.324 0.116
0.018 0.335 0.423
-0.575 -0.497 0.278
0.155 0.164 -0.430
0.097 -0.106 -0.166
-0.031 0.087 -0.073
-0.034 -0.113 0.007
-0.018 0.097 -0.164
0.017 -0.031 -0.094
0.214 -0.075 -0.069
0.041 -0.169 0.096
-0.706 0.211 -0.215
0.108 0.173 0.226
0.296 -0.172 0.110
0.101 -0.034 0.060
-0.056 -0.083 -0.360
-0.092 0.014 0.176
0.040 -0.081 0.110
-0.037 0.001 0.013
-0.763 0.173 0.200
0.177 0.032 0.197
-0.436 -0.242 -0.027
-0.625 0.188 -0.485
0.162 -0.538 0.259
-0.134 0.419 0.098
-0.190 -0.008 0.592
0.321 0.069 -0.410
-0.348 -0.148 -0.221
0.300 -0.188 0.000
0.234 0.035 -0.040
0.035 -0.073 -0.062
0.029 0.055 0.009
0.060 0.013 0.129
0.271 0.264 0.018
0.437 -0.173 -0.023
0.141 0.192 -0.144
-0.074 0.009 0.031
0.083 -0.169 -0.005
-0.117 -0.161 -0.063
-0.039 0.046 0.051
0.196 0.090 0.024
0.149 0.046 0.061
0.009 0.042 -0.054
-0.314 -0.656 -0.281
-0.107 0.519 0.146
0.726 0.025 -0.119
-0.188 0.014 -0.348
0.479 -0.074 0.160
0.186 -0.135 0.293
-0.014 -0.141 -0.224
-0.338 -0.241 0.075
0.122 0.417 0.052
0.095 0.169 -0.024
0.131 -0.066 0.092
0.019 -0.079 -0.002
-0.264 -0.040 0.043
-0.143 0.110 0.125
-0.138 -0.102 0.194
0.058 0.017 0.190
-0.127 0.126 -0.207
-0.132 0.125 -0.274
0.034 0.064 0.022
0.250 0.131 0.044
-0.020 0.056 -0.024
-0.051 -0.086 -0.021
-0.031 -0.074 0.061
-0.082 -0.137 0.026